DFT (ωB97M-V/def2-TZVPD) results for a structure of composition C84H154F36N14O27S12 at a distorted geometry.

Its net charge is +2. The gap between HOMO and LUMO is 0.132 Eh. Its HOMO energy is -11.34 eV. The value obtained for the LUMO energy is -7.7590 eV. For the molecular weight, the calculation gives 2860.959 g/mol.

Last column: Löwdin charge in e.
Atoms and positions in Å:
C (3.49, 1.59, -4.59)  -0.0935
C (4.66, 2.12, -5.40)  -0.1993
C (4.70, 1.50, -6.87)  -0.0799
N (5.89, 2.02, -7.75)  -0.2272
C (5.99, 1.07, -8.96)  -0.0873
C (7.01, 1.55, -10.04)  -0.1391
C (6.84, 3.04, -10.44)  -0.1762
C (6.72, 3.92, -9.21)  -0.1750
C (5.65, 3.46, -8.22)  -0.0863
C (7.18, 1.87, -6.92)  0.0325
H (2.54, 1.65, -5.13)  0.0563
H (3.36, 2.16, -3.67)  0.0792
H (3.61, 0.55, -4.26)  0.0475
H (5.59, 2.01, -4.84)  0.0988
H (4.51, 3.20, -5.45)  0.0993
H (3.80, 1.77, -7.43)  0.1175
H (4.84, 0.42, -6.83)  0.1023
H (4.97, 0.96, -9.32)  0.1286
H (6.30, 0.06, -8.66)  0.1268
H (6.88, 0.96, -10.95)  0.1230
H (8.04, 1.46, -9.70)  0.1147
H (5.90, 3.17, -10.98)  0.1200
H (7.74, 3.23, -11.02)  0.1239
H (6.44, 4.88, -9.62)  0.1227
H (7.62, 4.15, -8.64)  0.1190
H (4.63, 3.46, -8.59)  0.1358
H (5.71, 4.01, -7.28)  0.1259
H (8.06, 2.12, -7.51)  0.0990
H (7.34, 0.85, -6.55)  0.1124
H (7.21, 2.51, -6.03)  0.1000
C (-1.95, 1.18, 7.05)  -0.0861
C (-1.35, 2.29, 7.89)  -0.2272
C (0.08, 2.13, 8.31)  -0.1172
N (0.56, 3.41, 9.00)  -0.2071
C (2.06, 3.08, 9.37)  -0.0531
C (2.78, 4.40, 9.99)  -0.1328
C (2.74, 5.61, 9.05)  -0.1851
C (1.30, 5.91, 8.65)  -0.1613
C (0.56, 4.68, 8.08)  -0.0774
C (-0.17, 3.71, 10.38)  0.0495
H (-1.37, 0.86, 6.18)  0.0484
H (-3.01, 1.33, 6.85)  0.0843
H (-1.98, 0.23, 7.59)  0.0792
H (-1.98, 2.48, 8.77)  0.1128
H (-1.52, 3.20, 7.32)  0.0832
H (0.76, 1.99, 7.47)  0.1170
H (0.23, 1.35, 9.06)  0.1397
H (2.52, 2.73, 8.45)  0.1167
H (2.06, 2.24, 10.07)  0.1092
H (3.79, 4.15, 10.29)  0.1179
H (2.42, 4.68, 10.98)  0.1048
H (3.29, 5.52, 8.11)  0.1170
H (3.25, 6.40, 9.60)  0.1182
H (1.26, 6.74, 7.94)  0.1243
H (0.73, 6.28, 9.49)  0.1085
H (1.09, 4.30, 7.21)  0.1189
H (-0.46, 4.96, 7.83)  0.1206
H (-0.15, 2.84, 11.04)  0.1095
H (-1.23, 3.92, 10.26)  0.0946
H (0.34, 4.55, 10.84)  0.0827
C (2.27, 6.10, -2.89)  -0.0815
C (1.79, 5.64, -1.46)  -0.1837
C (0.93, 6.71, -0.67)  -0.0380
N (-0.64, 6.70, -1.01)  -0.1779
C (-1.21, 7.97, -0.29)  -0.0970
C (-2.66, 8.30, -0.68)  -0.1566
C (-2.96, 8.38, -2.21)  -0.1650
C (-2.48, 7.10, -2.84)  -0.1669
C (-0.98, 6.79, -2.56)  -0.0526
C (-1.38, 5.44, -0.48)  0.0292
H (1.48, 5.95, -3.63)  0.0473
H (3.18, 5.66, -3.28)  0.0654
H (2.48, 7.17, -2.90)  0.0691
H (2.61, 5.32, -0.81)  0.0892
H (1.26, 4.70, -1.60)  0.0694
H (1.27, 7.66, -1.08)  0.1173
H (1.00, 6.68, 0.41)  0.1055
H (-0.61, 8.85, -0.51)  0.1268
H (-0.95, 7.99, 0.77)  0.1208
H (-2.90, 9.29, -0.29)  0.1200
H (-3.33, 7.66, -0.11)  0.1066
H (-2.55, 9.29, -2.66)  0.1169
H (-4.03, 8.57, -2.27)  0.1189
H (-2.74, 7.06, -3.90)  0.1267
H (-3.16, 6.29, -2.56)  0.0755
H (-0.30, 7.53, -3.00)  0.1306
H (-0.75, 5.79, -2.92)  0.0949
H (-0.96, 4.57, -0.99)  0.0604
H (-2.46, 5.57, -0.47)  0.0864
H (-0.89, 5.41, 0.50)  0.0766
C (1.75, -0.52, -1.35)  -0.0737
C (1.09, 0.33, -0.21)  -0.1982
C (-0.26, -0.11, 0.26)  -0.0867
N (-1.01, 0.85, 1.25)  -0.1479
C (-2.49, 0.32, 1.45)  -0.0679
C (-2.49, -1.03, 2.16)  -0.1636
C (-1.87, -0.99, 3.55)  -0.1659
C (-0.47, -0.41, 3.50)  -0.1281
C (-0.39, 0.89, 2.63)  -0.0811
C (-1.29, 2.30, 0.69)  0.0240
H (2.59, 0.06, -1.73)  0.0641
H (1.05, -0.70, -2.16)  0.0611
H (2.17, -1.46, -0.98)  0.0476
H (1.05, 1.35, -0.60)  0.0830
H (1.81, 0.43, 0.61)  0.0930
H (-0.21, -1.11, 0.70)  0.0981
H (-0.89, -0.20, -0.62)  0.1086
H (-3.13, 0.19, 0.57)  0.1138
H (-3.05, 1.03, 2.06)  0.1339
H (-2.04, -1.83, 1.57)  0.0847
H (-3.56, -1.22, 2.24)  0.1048
H (-1.95, -1.99, 3.99)  0.1089
H (-2.53, -0.45, 4.24)  0.0931
H (0.32, -1.09, 3.21)  0.0832
H (-0.20, -0.22, 4.53)  0.0779
H (0.54, 1.46, 2.59)  0.1011
H (-1.05, 1.59, 3.13)  0.0994
H (-1.88, 2.87, 1.40)  0.0883
H (-1.56, 2.30, -0.37)  0.0690
H (-0.30, 2.74, 0.76)  0.0580
C (4.83, 1.21, 0.63)  -0.0870
C (4.67, -0.12, 1.39)  -0.1914
C (6.01, -0.92, 1.66)  -0.0744
N (5.88, -2.27, 2.42)  -0.1792
C (7.30, -2.55, 3.01)  -0.0879
C (7.33, -3.77, 3.97)  -0.1703
C (6.23, -3.68, 5.00)  -0.1919
C (4.88, -3.57, 4.37)  -0.1639
C (4.67, -2.27, 3.47)  -0.0324
C (5.58, -3.45, 1.39)  0.0574
H (5.38, 1.15, -0.31)  0.0754
H (5.20, 2.06, 1.21)  0.0646
H (3.87, 1.52, 0.22)  0.0485
H (3.92, -0.70, 0.85)  0.0890
H (4.17, 0.18, 2.31)  0.0836
H (6.74, -0.28, 2.17)  0.1258
H (6.53, -1.24, 0.75)  0.1198
H (7.63, -1.69, 3.59)  0.1318
H (8.01, -2.74, 2.21)  0.1320
H (8.26, -3.95, 4.51)  0.1287
H (7.13, -4.67, 3.39)  0.1041
H (6.40, -2.79, 5.60)  0.1282
H (6.27, -4.54, 5.66)  0.1323
H (4.14, -3.61, 5.17)  0.0975
H (4.49, -4.45, 3.84)  0.1026
H (4.77, -1.38, 4.09)  0.1061
H (3.72, -2.11, 2.97)  0.0894
H (6.31, -3.37, 0.58)  0.0995
H (4.57, -3.43, 1.00)  0.0920
H (5.81, -4.40, 1.88)  0.0873
C (0.10, -1.72, -8.84)  0.0317
C (0.79, -1.57, -7.42)  -0.3767
C (0.11, -0.42, -6.65)  -0.1598
C (-1.09, -0.88, -5.95)  -0.2035
C (-0.75, -1.96, -4.98)  -0.1324
C (-0.24, -3.24, -5.55)  -0.3851
N (0.82, -2.81, -6.54)  0.1711
O (1.69, -3.81, -7.00)  0.1776
C (-1.29, -4.14, -6.32)  0.0321
C (0.41, -4.08, -4.40)  0.0107
C (2.25, -1.11, -7.65)  -0.0239
H (-0.12, -0.77, -9.34)  0.1036
H (-0.84, -2.26, -8.78)  0.0792
H (0.79, -2.28, -9.47)  0.0960
H (-0.24, 0.38, -7.31)  0.1395
H (0.72, 0.17, -5.98)  0.1033
H (-1.77, -1.22, -6.73)  0.1152
H (-1.66, -0.08, -5.48)  0.1003
H (-1.66, -1.98, -4.38)  0.1152
H (-0.02, -1.59, -4.26)  0.1277
H (-1.94, -4.65, -5.61)  0.0971
H (-0.97, -5.00, -6.90)  0.0991
H (-1.93, -3.56, -6.98)  0.0760
H (1.21, -3.59, -3.84)  0.0657
H (0.78, -5.02, -4.83)  0.0996
H (-0.29, -4.52, -3.69)  0.0801
H (2.37, -0.23, -8.28)  0.0968
H (2.85, -1.93, -8.06)  0.0654
H (2.76, -0.77, -6.75)  0.0653
C (-6.13, -2.74, -2.25)  0.0156
C (-5.49, -1.35, -2.61)  -0.3831
C (-4.40, -1.38, -3.67)  -0.1246
C (-4.86, -1.37, -5.13)  -0.1511
C (-5.90, -0.28, -5.41)  -0.0945
C (-7.16, -0.20, -4.45)  -0.3851
N (-6.68, -0.49, -3.01)  0.1458
O (-7.45, 0.04, -1.98)  0.1737
C (-8.07, -1.32, -4.89)  -0.0113
C (-7.84, 1.23, -4.54)  0.0075
C (-4.94, -0.87, -1.22)  -0.0048
H (-6.70, -3.12, -3.11)  0.0750
H (-6.81, -2.74, -1.41)  0.1003
H (-5.44, -3.52, -1.93)  0.0871
H (-3.64, -2.06, -3.29)  0.1065
H (-3.87, -0.43, -3.56)  0.0897
H (-5.17, -2.39, -5.35)  0.1120
H (-3.96, -1.24, -5.73)  0.0999
H (-6.16, -0.32, -6.47)  0.1336
H (-5.33, 0.65, -5.35)  0.1128
H (-7.51, -2.25, -4.90)  0.0798
H (-8.42, -1.20, -5.91)  0.1080
H (-9.01, -1.30, -4.33)  0.1084
H (-8.60, 1.35, -3.77)  0.0828
H (-8.24, 1.52, -5.51)  0.1031
H (-7.23, 2.08, -4.20)  0.0693
H (-5.59, -0.88, -0.35)  0.0930
H (-4.53, 0.13, -1.39)  0.0567
H (-4.01, -1.44, -1.13)  0.0684
C (-3.40, -7.95, 4.51)  0.0012
C (-3.40, -6.79, 3.45)  -0.4059
C (-2.66, -7.23, 2.21)  -0.1199
C (-2.90, -6.32, 0.96)  -0.1650
C (-4.41, -6.34, 0.61)  -0.0966
C (-5.23, -5.74, 1.78)  -0.4542
N (-4.82, -6.47, 3.06)  0.1818
O (-5.69, -6.21, 4.15)  0.1835
C (-6.70, -6.00, 1.48)  -0.0169
C (-5.07, -4.28, 1.89)  -0.0091
C (-2.64, -5.54, 4.04)  0.0116
H (-3.67, -7.47, 5.45)  0.0859
H (-2.48, -8.52, 4.63)  0.1023
H (-4.16, -8.72, 4.35)  0.0922
H (-2.95, -8.21, 1.83)  0.1303
H (-1.58, -7.24, 2.37)  0.1205
H (-2.34, -6.75, 0.13)  0.1141
H (-2.51, -5.31, 1.06)  0.0600
H (-4.65, -7.40, 0.47)  0.1295
H (-4.57, -5.76, -0.30)  0.1201
H (-7.29, -5.43, 2.19)  0.0554
H (-6.92, -7.06, 1.62)  0.1016
H (-7.03, -5.79, 0.46)  0.1116
H (-4.02, -4.01, 1.77)  0.0688
H (-5.40, -3.81, 2.81)  0.0877
H (-5.53, -3.78, 1.03)  0.1077
H (-3.34, -4.95, 4.63)  0.0939
H (-2.19, -4.84, 3.33)  0.0645
H (-1.84, -5.78, 4.74)  0.0989
C (4.03, -2.43, -3.50)  -0.6041
F (4.46, -2.04, -2.26)  0.0979
F (3.60, -3.69, -3.34)  0.1436
F (2.96, -1.68, -3.85)  0.0868
S (5.44, -2.26, -4.74)  0.7258
O (5.80, -0.83, -4.89)  -0.3261
O (6.48, -3.12, -4.16)  -0.2976
N (4.80, -2.94, -6.24)  -0.3053
S (6.03, -3.53, -6.96)  0.5441
O (7.08, -2.56, -7.26)  -0.3413
O (6.54, -4.79, -6.39)  -0.2932
C (5.28, -3.85, -8.69)  -0.6874
F (4.11, -4.46, -8.60)  0.1267
F (5.13, -2.74, -9.38)  0.1316
F (6.12, -4.65, -9.36)  0.1449
C (0.79, -4.78, 3.30)  -0.6227
F (1.98, -4.88, 3.98)  0.1217
F (0.27, -5.94, 3.08)  0.1704
F (-0.07, -4.11, 4.04)  0.1320
S (1.17, -3.89, 1.58)  0.6933
O (1.61, -2.55, 1.87)  -0.3059
O (2.11, -4.84, 1.01)  -0.2792
N (-0.44, -3.87, 0.89)  -0.2849
S (-0.17, -4.17, -0.56)  0.5608
O (0.79, -3.28, -1.25)  -0.3353
O (-0.05, -5.62, -0.97)  -0.3261
C (-1.92, -3.63, -1.30)  -0.5146
F (-1.76, -2.43, -1.89)  0.0893
F (-2.41, -4.59, -2.19)  0.0746
F (-2.86, -3.37, -0.33)  0.0538
C (1.65, -0.78, 6.27)  -0.6923
F (0.68, -1.19, 7.10)  0.1354
F (1.76, -1.60, 5.26)  0.1416
F (1.58, 0.42, 5.77)  0.1529
S (3.34, -1.00, 7.26)  0.6946
O (3.40, -2.44, 7.45)  -0.3193
O (4.44, -0.41, 6.46)  -0.3358
N (3.01, -0.09, 8.67)  -0.3179
S (4.09, -0.52, 9.69)  0.5782
O (5.35, -1.10, 9.15)  -0.3211
O (4.38, 0.58, 10.63)  -0.3321
C (3.15, -1.88, 10.74)  -0.6615
F (2.91, -3.00, 10.04)  0.1043
F (3.95, -2.32, 11.72)  0.1189
F (2.03, -1.51, 11.27)  0.1676
C (3.30, 3.20, 3.39)  -0.5812
F (4.54, 3.39, 2.94)  0.1405
F (2.90, 1.89, 3.36)  0.1006
F (3.22, 3.67, 4.65)  0.1340
S (2.13, 4.27, 2.28)  0.7186
O (2.54, 5.69, 2.42)  -0.3052
O (2.31, 3.70, 0.94)  -0.3359
N (0.52, 3.92, 2.81)  -0.3031
S (-0.04, 5.15, 3.59)  0.5787
O (0.73, 5.43, 4.80)  -0.3198
O (-0.40, 6.33, 2.80)  -0.3195
C (-1.64, 4.35, 4.35)  -0.5358
F (-1.29, 3.11, 4.81)  0.0775
F (-2.08, 5.08, 5.40)  0.1313
F (-2.65, 4.13, 3.43)  0.0789
C (-5.11, 4.05, -1.12)  -0.5899
F (-6.47, 4.11, -1.19)  0.1400
F (-4.84, 5.31, -0.94)  0.1321
F (-4.53, 3.34, -0.11)  0.1203
S (-4.40, 3.39, -2.84)  0.7594
O (-5.00, 2.01, -2.81)  -0.3660
O (-4.89, 4.28, -3.94)  -0.3024
N (-2.67, 3.46, -2.61)  -0.2830
S (-2.19, 2.15, -3.34)  0.5935
O (-2.16, 0.93, -2.50)  -0.3345
O (-2.74, 1.97, -4.73)  -0.3330
C (-0.31, 2.52, -3.52)  -0.5463
F (0.21, 2.73, -2.28)  0.0822
F (0.34, 1.46, -4.06)  0.1077
F (-0.04, 3.67, -4.22)  0.0946
C (-5.56, -0.86, 4.79)  -0.6842
F (-5.99, -0.73, 6.00)  0.1800
F (-4.93, 0.30, 4.43)  0.1089
F (-4.74, -1.88, 4.77)  0.1356
S (-7.07, -1.20, 3.64)  0.7425
O (-7.94, -0.04, 3.86)  -0.3056
O (-6.52, -1.31, 2.25)  -0.3707
N (-7.79, -2.73, 4.26)  -0.2989
S (-8.92, -2.99, 3.28)  0.5154
O (-10.00, -2.03, 3.43)  -0.2985
O (-8.45, -3.30, 1.92)  -0.3634
C (-9.64, -4.69, 4.06)  -0.5765
F (-10.65, -5.15, 3.26)  0.1063
F (-8.68, -5.66, 4.14)  0.0853
F (-10.10, -4.40, 5.27)  0.1401